Here is a 7-piece molecular cluster, C4H20NO9 overall in a non-equilibrium geometry from OMol25. Energies are from the ωB97M-V functional and the def2-TZVPD basis.

The geometry in ORCA input format:
```
! wB97M-V def2-TZVPD RIJCOSX def2/J DEFGRID3
* xyz -1 1
O -0.7388 0.9026 0.1532
C -0.2537 0.5963 -1.0414
C 0.8150 1.5778 -1.6091
C 1.2102 2.6422 -0.5847
O 0.1273 3.3944 -0.0441
N 1.9987 0.7940 -1.9184
C 1.8922 -0.4894 -1.2657
O 0.5389 -0.6979 -0.9673
H -0.9725 0.2528 -1.8046
H 0.4461 2.0915 -2.4968
H 1.6976 2.1334 0.2544
H 1.8956 3.3647 -1.0290
H -0.4737 2.6756 0.2382
H 2.3202 0.7926 -2.8621
H 2.4850 -0.5537 -0.3461
H 2.2351 -1.2806 -1.9452
H -3.0164 -1.2501 -0.0912
H -2.7310 0.0351 -0.8134
O -3.1937 -0.8075 -0.9319
H -0.0200 -0.2345 1.3879
H -0.4078 -0.6678 2.7408
O 0.3717 -0.6952 2.1678
H -1.5808 -2.2689 -1.4488
H -0.1267 -2.4539 -1.0902
O -0.8689 -2.9231 -1.5240
H -0.5418 -3.0551 1.4921
H -0.7732 -3.7512 0.1386
O -0.7345 -3.9175 1.1024
H -1.9800 0.4148 1.1793
H -3.0709 0.8221 2.1606
O -2.5895 0.0404 1.8723
H 2.4929 1.5295 2.4021
H 2.2584 0.0767 2.8792
O 2.6515 0.9252 3.1322
*
```

Computed properties:
Orbital gap ... 9.0 eV
Max |F| ... 1.50 eV Å⁻¹
DFT total energy ... -896.40541 a.u.
LUMO ... 3.185 eV
ΔE to the lowest compared entry with this formula, charge and spin ... 53.7 kcal per mole
E_HOMO ... -5.8 eV

Here is a 7-piece molecular cluster, C4H20O7 overall in a non-equilibrium geometry from OMol25. Energies are from the ωB97M-V functional and the def2-TZVPD basis.

The geometry in ORCA input format:
```
! wB97M-V def2-TZVPD RIJCOSX def2/J DEFGRID3
* xyz 0 1
C -0.9176 -1.1492 -1.6028
C -0.5229 -0.7567 -0.2205
C -0.9080 -1.3757 0.8936
C -0.5556 -0.8636 2.2684
O -1.3723 0.2191 2.7429
H -0.1056 -1.0444 -2.3277
H -1.3065 -2.1570 -1.6503
H -1.7372 -0.5296 -1.9389
H 0.0846 0.1432 -0.1575
H -1.5396 -2.2633 0.7893
H 0.5121 -0.5767 2.3012
H -0.7230 -1.6242 3.0178
H -1.3484 1.0200 2.2011
O 1.6810 -3.1492 -0.8787
H 1.9727 -3.8554 -0.3228
H 0.9038 -2.7976 -0.4262
O 0.5103 3.0943 -0.5718
H 1.2699 2.4686 -0.6048
H 0.2714 3.2746 -1.4660
O -3.8454 1.2860 0.4107
H -3.7899 0.5864 1.0754
H -3.0348 1.8016 0.5247
O -1.4251 2.4865 1.1517
H -0.7294 2.6553 0.4689
H -1.5104 3.3292 1.6447
O 2.6607 1.5203 -0.9027
H 2.7658 0.5506 -1.0433
H 3.3474 1.7163 -0.3285
O 3.2377 -1.0446 -1.4310
H 2.7094 -1.8366 -1.2169
H 3.4448 -1.1285 -2.3998
*
```

Computed properties:
Orbital gap ... 10.0 eV
SMILES string ... C/C=C/CO.O.O.O.O.O.O
Max |F| ... 2.85 eV Å⁻¹
DFT total energy ... -691.07732 a.u.
LUMO ... 0.339 eV
ΔE to the lowest compared entry with this formula, charge and spin ... 0.0 kcal per mole
E_HOMO ... -9.7 eV

Here is C4H20O8Zr as an isolated structure in a non-equilibrium geometry from OMol25. Energies are from the ωB97M-V functional and the def2-TZVPD basis.

The geometry in ORCA input format:
```
! wB97M-V def2-TZVPD RIJCOSX def2/J DEFGRID3
* xyz 0 1
Zr -0.0825 0.0108 0.0135
C 2.7202 -0.3853 2.2938
O 1.7336 -0.1487 1.3303
H 3.3270 -1.2886 2.2303
H 3.3811 0.4585 2.4923
H 2.1574 -0.4707 3.2233
C -1.8526 1.7507 -2.5650
O -1.3796 1.3149 -1.2712
H -0.9633 1.7558 -3.1953
H -2.6000 1.1438 -3.0760
H -2.2493 2.7658 -2.5495
C 1.7760 -1.0789 -2.7535
O 1.0145 -1.1379 -1.5645
H 2.3033 -0.1916 -3.1039
H 2.6295 -1.7495 -2.6543
H 1.3205 -1.4800 -3.6589
C -2.3926 -0.1486 2.7854
O -1.7232 -0.2307 1.5381
H -2.9338 -1.0648 3.0213
H -1.7671 0.1394 3.6304
H -3.1448 0.6160 2.5916
O -0.1714 2.1210 1.2802
H -1.0175 2.5099 1.5021
H 0.4277 2.4521 1.9493
O -1.7274 -1.4287 -1.0011
H -2.5075 -1.2009 -1.5068
H -1.8135 -2.3678 -0.8371
O 1.5035 1.6689 -0.7764
H 1.5109 2.4879 -1.2718
H 2.4242 1.4127 -0.7225
O 0.0282 -2.3733 0.7563
H 0.4156 -3.1270 0.3111
H -0.3473 -2.7356 1.5587
*
```

Computed properties:
Orbital gap ... 8.3 eV
Max |F| ... 2.31 eV Å⁻¹
DFT total energy ... -813.39618 a.u.
LUMO ... 0.256 eV
E_HOMO ... -8.1 eV

Here is a 5-piece molecular cluster, C4H21N3O4 overall in a non-equilibrium geometry from OMol25. Energies are from the ωB97M-V functional and the def2-TZVPD basis.

The geometry in ORCA input format:
```
! wB97M-V def2-TZVPD RIJCOSX def2/J DEFGRID3
* xyz 2 1
C 1.6014 -1.7102 -0.4217
C 1.5130 -0.3296 -1.0881
C 1.1158 0.8532 -0.2936
C 1.9667 1.8322 0.0522
N 1.8124 2.9778 0.7127
N -0.3409 0.9886 -0.0258
N 0.4629 -2.6406 -0.7072
H 2.5555 -2.2154 -0.6017
H 1.7761 -1.6334 0.6600
H 2.4581 -0.2131 -1.5869
H 0.9526 -0.4499 -2.0230
H 2.9829 1.5623 -0.1887
H 2.5027 3.6992 0.6188
H 1.0195 3.2810 1.2643
H -0.6680 0.4206 0.7747
H -0.8492 0.6486 -0.8477
H -0.6509 1.9430 0.2107
H 0.6892 -3.1063 -1.5861
H 0.2243 -3.3017 0.0231
H -0.4252 -2.1543 -0.9088
H -1.1596 3.2611 2.6471
H -1.5151 3.9165 1.3054
O -0.9908 3.2067 1.6984
H -0.9458 -0.7609 -3.6189
H -2.2103 -0.6186 -2.8678
O -1.2626 -0.7830 -2.7036
H -2.3391 -0.1793 2.5220
H -1.1203 -0.1795 3.4524
O -1.4429 0.1695 2.6073
H -3.0488 -2.8183 -0.3424
H -2.4378 -2.8639 1.0995
O -2.2258 -2.8023 0.1633
*
```

Computed properties:
Orbital gap ... 9.0 eV
Max |F| ... 2.19 eV Å⁻¹
DFT total energy ... -629.67243 a.u.
LUMO ... -5.936 eV
ΔE to the lowest compared entry with this formula, charge and spin ... 10.4 kcal per mole
E_HOMO ... -15.0 eV

Here is a 7-piece molecular cluster, C4H21NO6 overall in a non-equilibrium geometry from OMol25. Energies are from the ωB97M-V functional and the def2-TZVPD basis.

The geometry in ORCA input format:
```
! wB97M-V def2-TZVPD RIJCOSX def2/J DEFGRID3
* xyz 0 1
C -0.4608 -0.0190 0.4141
C -1.4161 1.1553 0.6862
C -2.7802 0.5813 0.2964
N -2.7531 -0.8579 0.5403
C -1.3473 -1.2547 0.3057
H 0.3482 -0.0905 1.1412
H 0.1005 0.3257 -0.4586
H -1.3835 1.3920 1.7556
H -1.3442 2.1111 0.1756
H -3.5906 1.0359 0.8726
H -3.0756 0.8264 -0.7293
H -3.0390 -1.0003 1.4981
H -1.1085 -2.0268 1.0323
H -1.2486 -1.7028 -0.6720
O 0.7261 2.8495 -1.2295
H 0.6978 3.7047 -0.7817
H -0.0911 2.8520 -1.7414
O 0.9737 -0.4623 3.4656
H 1.7388 0.0896 3.2645
H 1.3326 -1.3146 3.7345
O 0.1460 -0.6185 -3.5894
H 1.0479 -0.9084 -3.7646
H -0.3049 -1.4472 -3.3869
O 2.7643 -1.1944 -1.4354
H 1.8451 -1.3666 -1.1822
H 2.6124 -0.4754 -2.0634
O 1.8766 2.9751 1.8920
H 1.6557 2.1120 1.5128
H 0.9679 3.3010 1.9800
O 0.5135 -3.2155 -0.9970
H 0.4803 -4.1296 -0.6812
H 1.1121 -2.8757 -0.3178
*
```

Computed properties:
Orbital gap ... 9.0 eV
SMILES string ... C1CCNC1.O.O.O.O.O.O
Max |F| ... 2.09 eV Å⁻¹
DFT total energy ... -671.14889 a.u.
LUMO ... 0.268 eV
ΔE to the lowest compared entry with this formula, charge and spin ... 45.5 kcal per mole
E_HOMO ... -8.8 eV

Here is C4H22AgNO7 as an isolated structure in a non-equilibrium geometry from OMol25. Energies are from the ωB97M-V functional and the def2-TZVPD basis.

The geometry in ORCA input format:
```
! wB97M-V def2-TZVPD RIJCOSX def2/J DEFGRID3
* xyz 1 2
Ag -0.8470 -1.6676 0.5719
O -0.0563 -1.1253 2.4681
H -0.0893 -0.5716 3.2723
C 1.0072 0.8076 -2.0432
C 0.5127 1.2289 -0.5888
C 0.3985 2.7778 -0.5344
O 1.6311 3.4487 -0.8131
C 1.6284 4.8077 -0.5755
N -0.7478 0.5989 -0.1630
H 0.4347 1.2528 -2.8570
H 1.0161 -0.2785 -2.1353
H 2.0382 1.1097 -2.2269
H 1.1773 1.0583 0.2581
H 0.0254 3.1130 0.4333
H -0.3560 3.0690 -1.2652
H 2.5943 5.1418 -0.9545
H 1.6092 4.9659 0.5028
H 0.8284 5.3473 -1.0823
H -1.4622 0.8564 -0.8289
H -0.9933 1.2015 0.6095
O -3.0287 -1.2863 1.1914
H -3.4309 -0.6142 1.7417
H -3.7659 -1.7076 0.7496
O 1.6182 -3.2887 2.7030
H 2.2608 -2.9705 2.0690
H 0.9512 -2.6028 2.7335
O 1.2652 -2.1045 -0.1332
H 2.0935 -1.9380 0.3167
H 1.4557 -2.8321 -0.7253
O -1.4194 -1.9515 -1.7687
H -1.2606 -2.4042 -2.5970
H -2.1508 -1.3624 -1.9536
O -1.4786 -3.7096 1.0530
H -1.0474 -4.5002 1.3773
H -2.4116 -3.8697 1.1947
*
```

Computed properties:
Orbital gap (spin up / spin down) ... 9.2 / 6.7 eV
<S²> ... 0.757
Max |F| ... 2.83 eV Å⁻¹
DFT total energy ... -893.65968 a.u.
LUMO (spin up / spin down) ... -3.223 / -5.681 eV
ΔE to the lowest compared entry with this formula, charge and spin ... 32.9 kcal per mole
E_HOMO (spin up / spin down) ... -12.4 / -12.4 eV

Here is C4H22Ba2NO6 as an isolated structure in a non-equilibrium geometry from OMol25. Energies are from the ωB97M-V functional and the def2-TZVPD basis.

The geometry in ORCA input format:
```
! wB97M-V def2-TZVPD RIJCOSX def2/J DEFGRID3
* xyz 4 2
N 1.6659 2.8459 -0.6503
H 1.0477 2.0611 -0.5016
H 2.2753 2.5705 -1.4072
H 2.0667 2.9748 0.2677
H 1.0124 3.5514 -0.9589
Ba -2.2333 2.6456 0.4763
Ba 0.7445 0.9670 2.9649
O -0.0031 1.0056 0.3477
H -0.8399 0.5019 0.3717
O -2.1679 0.7981 2.3879
H -3.1216 0.6157 2.4965
C 3.5237 -0.1133 0.7824
O 2.9675 -0.5645 2.0255
H 4.3708 0.5422 0.9847
H 3.8960 -0.8492 0.0697
H 2.6991 0.4256 0.3157
H 3.2789 -1.3757 2.4338
C -0.6342 -2.2623 1.3406
O -0.8114 -1.4748 2.5495
H -1.4083 -2.2255 0.5740
H 0.2124 -1.9274 0.7412
H -0.4918 -3.3073 1.6158
H -1.3646 -0.7362 2.2847
C -3.8220 -0.4670 -1.3653
O -2.8857 0.6345 -1.3777
H -4.2780 -0.3805 -0.3791
H -4.6074 -0.4738 -2.1211
H -3.2247 -1.3786 -1.3478
H -2.5053 0.6335 -2.2591
C 0.7855 -1.0892 -2.3775
O 1.3350 -0.1256 -1.6178
H 1.6338 -1.5773 -2.8574
H 0.1909 -1.7537 -1.7506
H 0.0429 -0.7356 -3.0927
H 0.6506 0.0443 -0.9664
*
```

Computed properties:
Orbital gap (spin up / spin down) ... 8.5 / 3.9 eV
<S²> ... 0.754
Max |F| ... 3.10 eV Å⁻¹
DFT total energy ... -721.16535 a.u.
LUMO (spin up / spin down) ... -13.761 / -18.293 eV
E_HOMO (spin up / spin down) ... -22.2 / -22.2 eV

Here is a 6-piece molecular cluster, C4H22N2O5S overall in a non-equilibrium geometry from OMol25. Energies are from the ωB97M-V functional and the def2-TZVPD basis.

The geometry in ORCA input format:
```
! wB97M-V def2-TZVPD RIJCOSX def2/J DEFGRID3
* xyz 0 1
N 2.3842 0.2628 2.7244
C 2.0666 0.7209 1.3796
C 0.8616 -0.0168 0.7387
N -0.3550 0.7886 0.8297
C -1.4367 0.2417 -0.0186
C -2.3173 -0.8055 0.6321
S -3.4532 -1.5862 -0.5895
H 1.8542 0.6021 3.4960
H 2.8706 -0.6104 2.7349
H 1.8653 1.7775 1.4335
H 2.9489 0.6624 0.7441
H 1.1912 -0.2536 -0.2790
H 0.8076 -0.9745 1.2295
H -0.6863 0.6575 1.7771
H -2.0257 1.0507 -0.4193
H -1.0016 -0.1928 -0.9125
H -3.0416 -0.3044 1.2785
H -1.8398 -1.5979 1.1731
H -2.5847 -2.4225 -1.1764
O 1.0255 -3.3652 0.1867
H 1.5375 -3.1054 -0.5946
H 0.3400 -3.8181 -0.3321
O 0.0633 2.5548 -2.0478
H -0.1885 1.6248 -2.1057
H 0.2048 2.5817 -1.0878
O 1.8992 0.4108 -2.6994
H 2.2730 1.1372 -2.1905
H 2.0001 0.6928 -3.6137
O -0.1182 -2.1049 -2.0934
H 0.0445 -1.4339 -2.7674
H 0.1286 -1.6612 -1.2952
O -2.4866 3.1488 1.4522
H -1.7325 2.5725 1.5605
H -3.0987 2.7658 0.8521
*
```

Computed properties:
Orbital gap ... 9.3 eV
SMILES string ... NCCNCCS.O.O.O.O.O
Max |F| ... 1.70 eV Å⁻¹
DFT total energy ... -1049.45124 a.u.
LUMO ... 0.267 eV
ΔE to the lowest compared entry with this formula, charge and spin ... 43.5 kcal per mole
E_HOMO ... -9.0 eV

Q: Which of these has the highest max |F|?
A: C4H22Ba2NO6